{
  "formula": "C19H28ClN4O3Sb2Se8W",
  "method": "ωB97M-V/def2-TZVPD",
  "species": ["W", "N", "C", "C", "C", "O", "O", "H", "H", "H", "H", "H", "H", "Se", "Sb", "Se", "Se", "Se", "Se", "Sb", "Se", "Se", "Se", "C", "C", "C", "C", "C", "O", "C", "C", "C", "C", "C", "C", "Cl", "C", "C", "C", "N", "C", "N", "C", "N", "H", "H", "H", "H", "H", "H", "H", "H", "H", "H", "H", "H", "H", "H", "H", "H", "H", "H", "H", "H", "H", "H"],
  "positions_angstrom": [[0.77, 0.56, 0.09], [-2.28, -1.26, 2.48], [-1.90, -2.44, 1.70], [-2.42, -2.33, 0.27], [-1.59, -1.48, -0.67], [-1.72, -1.53, -1.87], [-0.70, -0.72, -0.07], [-1.72, -1.20, 3.33], [-3.25, -1.31, 2.75], [-2.25, -3.39, 2.14], [-0.81, -2.49, 1.70], [-3.42, -1.89, 0.28], [-2.51, -3.31, -0.20], [1.67, 3.97, -3.48], [1.02, 3.68, -1.23], [2.75, 1.84, -0.30], [-0.88, 1.95, -1.16], [0.76, 5.27, 0.51], [4.11, 0.80, 3.42], [2.10, -0.40, 3.05], [0.24, 1.39, 2.21], [2.03, -1.52, 0.77], [0.86, -1.72, 4.59], [3.76, 1.17, -4.60], [4.89, 0.15, -4.82], [5.87, 0.75, -5.85], [5.65, -0.03, -3.51], [4.32, -1.22, -5.34], [3.44, -1.03, -6.45], [5.45, -2.17, -5.79], [5.00, -3.57, -6.20], [4.83, -4.57, -5.08], [5.86, -4.80, -4.17], [5.71, -5.72, -3.14], [4.52, -6.41, -3.02], [4.33, -7.56, -1.73], [3.49, -6.20, -3.91], [3.65, -5.28, -4.93], [3.48, -1.99, -4.32], [2.43, -1.26, -3.64], [2.42, -0.87, -2.37], [1.27, -0.27, -2.10], [0.59, -0.36, -3.27], [1.26, -0.95, -4.23], [4.16, 2.18, -4.68], [3.32, 1.11, -3.60], [2.95, 1.06, -5.32], [6.17, 1.73, -5.49], [5.41, 0.90, -6.83], [6.77, 0.15, -5.97], [6.04, 0.94, -3.19], [6.51, -0.71, -3.61], [5.02, -0.40, -2.70], [3.81, -0.35, -7.03], [6.22, -2.24, -5.02], [5.92, -1.71, -6.66], [5.74, -3.97, -6.90], [4.07, -3.49, -6.76], [6.80, -4.27, -4.26], [6.51, -5.89, -2.44], [2.56, -6.75, -3.80], [2.84, -5.11, -5.63], [4.12, -2.40, -3.54], [3.00, -2.81, -4.84], [3.24, -1.01, -1.69], [-0.41, 0.02, -3.39]],
  "spin_multiplicity": 1,
  "fmax_ev_per_a": 0.6,
  "total_energy_ha": -21405.062848,
  "orbital_gap_ha": 0.2075,
  "e_above_lowest_kj_mol": 44.1,
  "charge": -1,
  "e_homo_ev": -5.63
}